Model P:
Computed, not measured: a single C5H5FOS molecule, with ωB97M-V/def2-TZVPD.

```
13
Properties=species:S:1:pos:R:3
C -1.152 -0.471 -1.390
C 0.075 0.212 -0.848
C 0.395 0.228 0.485
C 1.506 1.095 0.831
C -0.142 -0.623 1.520
H -1.173 -1.549 -1.194
H -2.027 -0.097 -0.896
H 0.728 0.760 -1.542
H 1.785 1.779 0.014
H 0.241 -0.333 2.525
O 2.141 1.130 1.867
F -1.202 -0.227 -2.778
S -1.175 -1.903 1.406
```

Summary:
SMILES string = O=C/C(C=S)=C/CF
Charge = 0
Gap between HOMO and LUMO = 7.66 eV
E_HOMO = -0.3384 Ha

=====

Model Q:
Computed, not measured: a single C5H5FOS molecule, with ωB97M-V/def2-TZVPD.

```
13
Properties=species:S:1:pos:R:3
C 1.917 0.160 0.004
C 0.604 -0.562 0.002
C -0.663 -0.098 0.005
C -1.779 -1.074 -0.033
C -1.086 1.268 -0.023
H 2.043 0.803 -0.878
H 2.003 0.838 0.859
H 0.678 -1.649 0.023
H -1.406 -2.145 0.001
H -2.177 1.372 0.098
O -2.919 -0.768 -0.016
F 2.917 -0.750 -0.024
S -0.131 2.605 -0.017
```

Summary:
SMILES string = O=C/C(C=S)=C/CF
Charge = 0
Gap between HOMO and LUMO = 7.73 eV
E_HOMO = -0.3325 Ha

=====

Which is the most stable structure? model Q is the most stable.

=====

Model P:
Computed, not measured: an isolated ion of composition C3H6N3O2 and charge +1, with ωB97M-V/def2-TZVPD.

```
14
Properties=species:S:1:pos:R:3
C -0.879 -1.225 1.446
C 1.802 0.001 -2.620
C -1.883 0.855 2.054
N -0.247 -0.317 0.329
N 0.466 -0.386 -0.581
N 1.254 -0.431 -1.414
O -0.567 -2.351 1.418
O -1.630 -0.542 2.194
H 1.037 0.079 -3.394
H 2.288 0.970 -2.476
H 2.557 -0.726 -2.924
H -0.954 1.425 2.085
H -2.506 1.122 2.906
H -2.425 1.059 1.128
```

Summary:
SMILES string = CN=[N+]=NC(=O)OC
Charge = +1
Gap between HOMO and LUMO = 10.61 eV
E_HOMO = -0.5726 Ha

=====

Model Q:
Computed, not measured: an isolated ion of composition C3H6N3O2 and charge +1, with ωB97M-V/def2-TZVPD.

```
14
Properties=species:S:1:pos:R:3
C 3.754 -0.077 -0.220
C -0.813 0.107 -0.227
C 0.125 -1.082 -0.136
N 1.881 0.271 0.958
N 2.676 -0.811 -0.723
N 1.604 -0.507 0.015
O 4.851 0.054 -0.555
O 3.167 0.609 0.870
H -0.542 0.819 0.451
H -0.653 0.394 -1.275
H -1.848 -0.391 -0.081
H 0.118 -1.653 -1.099
H -0.182 -1.643 0.797
H 2.649 -1.370 -1.530
```

Summary:
SMILES string = CC[n+]1noc(=O)[nH]1
Charge = +1
Gap between HOMO and LUMO = 10.66 eV
E_HOMO = -0.5961 Ha

=====

Which is the most stable structure? model Q is the most stable.

=====

Model P:
Computed, not measured: a single C5H7NOS molecule, with ωB97M-V/def2-TZVPD.

```
15
Properties=species:S:1:pos:R:3
C 3.256 -0.722 -0.013
C -0.509 -0.340 -0.311
C -1.446 0.624 0.357
C 2.036 -0.744 -0.691
C 0.926 0.203 -0.038
N 4.258 -0.685 0.567
O -0.785 -1.314 -0.970
S 0.972 2.003 -0.566
H -2.506 0.453 0.228
H -1.204 1.601 0.101
H -1.199 0.434 1.481
H 1.592 -1.759 -0.866
H 2.210 -0.358 -1.739
H 1.066 -0.029 1.030
H 2.302 1.995 -0.747
```

Summary:
SMILES string = CC(=O)[C@H](S)CC#N
Charge = 0
Gap between HOMO and LUMO = 10.44 eV
E_HOMO = -0.3672 Ha

=====

Model Q:
Computed, not measured: a single C5H7NOS molecule, with ωB97M-V/def2-TZVPD.

```
15
Properties=species:S:1:pos:R:3
C 0.239 0.524 0.076
C 2.014 0.645 0.026
C -0.082 -0.893 0.385
C 0.961 -1.770 -0.287
C -1.873 1.514 -0.109
N -0.433 1.543 -0.144
O 2.628 1.655 0.066
S 2.602 -0.987 -0.024
H -0.026 -1.023 1.469
H -1.090 -1.153 0.051
H 0.994 -2.772 0.133
H 0.803 -1.840 -1.366
H -2.273 0.699 -0.720
H -2.238 2.473 -0.473
H -2.225 1.384 0.917
```

Summary:
SMILES string = C/N=C1\CCSC1=O
Charge = 0
Gap between HOMO and LUMO = 9.32 eV
E_HOMO = -0.3236 Ha

=====

Model R:
Computed, not measured: a single C5H7NOS molecule, with ωB97M-V/def2-TZVPD.

```
15
Properties=species:S:1:pos:R:3
C -1.853 -2.504 -1.431
C -0.277 -2.362 -1.070
C -0.029 -1.087 -0.391
C 0.120 -0.570 0.918
C 0.238 0.933 0.590
H -2.519 -1.608 -1.897
H -1.897 -3.386 -1.871
H -2.265 -2.359 -0.399
H 0.247 -2.243 -2.019
H 0.049 -3.416 -0.577
H 0.866 -0.937 1.844
H 2.272 1.666 2.467
N -0.034 1.240 -0.633
O -0.384 -0.071 -1.203
S 1.085 2.357 1.551
```

Summary:
SMILES string = CCc1cc(S)no1
Charge = 0
Gap between HOMO and LUMO = 9.49 eV
E_HOMO = -0.3474 Ha

=====

Which is the most stable structure? model Q is the most stable.

=====

Model P:
Computed, not measured: C2H8N2O3 as an isolated structure, with ωB97M-V/def2-TZVPD.

```
15
Properties=species:S:1:pos:R:3
C 0.963 0.691 0.522
C -0.677 -0.512 -0.684
N -0.422 0.262 0.469
N -1.988 -0.470 -1.170
O 1.023 1.775 1.393
O 1.756 -0.389 0.960
O -0.203 -1.796 -0.528
H 1.916 2.134 1.366
H 1.486 -0.608 1.866
H 0.651 -1.734 -0.061
H -1.046 1.055 0.541
H 1.153 0.734 -0.756
H 0.255 0.094 -1.519
H -2.679 -0.013 -0.589
H -2.190 -1.224 -1.811
```

Summary:
Charge = 0
Gap between HOMO and LUMO = 9.52 eV
E_HOMO = -0.3231 Ha

=====

Model Q:
Computed, not measured: a single C2H8N2O3 molecule, with ωB97M-V/def2-TZVPD.

```
15
Properties=species:S:1:pos:R:3
C 0.384 -0.411 -0.065
C 0.000 2.043 0.535
N -0.774 -0.793 0.642
N 0.196 -0.131 -1.407
O 0.662 0.845 0.870
O 1.428 -1.268 0.126
O -1.190 -2.099 -0.197
H 1.462 -1.344 1.092
H -0.829 -2.800 0.374
H -1.541 -0.202 0.331
H -0.404 -0.850 -1.797
H 1.101 -0.156 -1.863
H 0.183 2.342 -0.505
H 0.404 2.844 1.164
H -1.082 1.981 0.701
```

Summary:
SMILES string = CO[C@@](N)(O)NO
Charge = 0
Gap between HOMO and LUMO = 10.68 eV
E_HOMO = -0.3651 Ha

=====

Which is the most stable structure? model P is the most stable.

=====

Model P:
Computed, not measured: a single C4H5N3O2 molecule, with ωB97M-V/def2-TZVPD.

```
14
Properties=species:S:1:pos:R:3
C 1.451 -0.159 0.155
C -0.470 1.306 0.155
C -1.567 0.753 0.435
C -1.240 -1.672 -0.170
H 3.200 0.240 -0.209
H 1.226 1.621 -0.621
H -0.351 2.409 0.040
H -2.680 1.080 0.362
H -1.927 -2.271 -0.625
N 2.705 -0.541 0.080
N 0.727 0.897 -0.286
N 0.026 -1.976 -0.080
O -1.913 -0.555 0.069
O 0.812 -1.132 0.695
```

Summary:
SMILES string = [H]/N=c1\[nH]ccocno1
Charge = 0
Gap between HOMO and LUMO = 9.20 eV
E_HOMO = -0.3245 Ha

=====

Model Q:
Computed, not measured: a single C4H5N3O2 molecule, with ωB97M-V/def2-TZVPD.

```
14
Properties=species:S:1:pos:R:3
C -0.199 0.887 0.863
C 0.934 1.568 0.597
C 0.905 -0.186 -0.745
C -1.366 -1.019 -0.047
H -0.965 0.583 2.647
H 1.381 2.499 0.983
H 2.024 -0.804 -2.153
H -2.212 -0.579 0.558
H -2.382 -2.351 -0.736
N 1.105 -0.994 -1.715
N -0.200 -0.266 0.126
N -1.394 -2.064 -0.771
O -1.118 1.106 1.820
O 1.611 0.947 -0.418
```

Summary:
SMILES string = [H]/N=c1\occ(O)n1/C=N/[H]
Charge = 0
Gap between HOMO and LUMO = 8.43 eV
E_HOMO = -0.2995 Ha

=====

Which is the most stable structure? model Q is the most stable.

=====

Model P:
Computed, not measured: a 5-piece molecular cluster, CH11O5 overall, with ωB97M-V/def2-TZVPD.

```
17
Properties=species:S:1:pos:R:3
C 0.773 0.433 -0.251
O -0.341 -0.350 -0.381
H 0.563 1.507 -0.376
H 1.618 0.100 -0.883
H 1.235 0.397 0.767
H -0.508 1.960 -2.483
H 0.635 1.156 -3.012
O 0.090 1.930 -3.247
H 0.246 1.485 2.923
H -0.407 1.159 4.249
O 0.219 1.768 3.843
H -0.045 -3.101 -1.449
H -0.093 -1.577 -1.349
O 0.080 -2.330 -2.007
H -2.114 -1.781 1.243
H -0.742 -1.062 0.863
O -1.208 -1.693 1.550
```

Summary:
Charge = -1
Gap between HOMO and LUMO = 8.27 eV
E_HOMO = -0.1647 Ha

=====

Model Q:
Computed, not measured: a 5-piece molecular cluster, CH11O5 overall, with ωB97M-V/def2-TZVPD.

```
17
Properties=species:S:1:pos:R:3
C 0.560 0.677 -0.975
O -0.318 -0.216 -0.354
H 0.145 1.280 -1.856
H 1.474 0.281 -1.383
H 0.702 1.497 -0.314
H 1.372 -2.539 -1.172
H 0.188 -1.357 -1.225
O 0.486 -2.295 -1.551
H -1.982 0.086 -0.548
H -2.487 0.730 0.775
O -2.794 0.592 -0.141
H 1.665 -0.322 2.029
H 0.846 -0.545 0.633
O 1.617 -0.851 1.222
H -0.177 1.716 1.689
H -0.585 0.299 1.168
O -0.712 0.967 2.002
```

Summary:
Charge = -1
Gap between HOMO and LUMO = 9.32 eV
E_HOMO = -0.2010 Ha

=====

Which is the most stable structure? model P is the most stable.

=====

Model P:
Computed, not measured: a single C3H3NO2S molecule, with ωB97M-V/def2-TZVPD.

```
10
Properties=species:S:1:pos:R:3
C -0.168 -1.362 0.172
C 1.163 -0.617 0.114
C 0.822 1.034 0.151
H -3.113 0.066 -0.109
H 0.253 -2.401 0.552
H -0.304 1.554 0.478
N -1.339 -1.104 -0.137
O 2.201 -1.111 -0.185
O 1.764 1.773 -0.063
S -1.880 0.555 -0.038
```

Summary:
SMILES string = O=CC(=O)/C=N\S
Charge = 0
Gap between HOMO and LUMO = 8.02 eV
E_HOMO = -0.3448 Ha

=====

Model Q:
Computed, not measured: a single C3H3NO2S molecule, with ωB97M-V/def2-TZVPD.

```
10
Properties=species:S:1:pos:R:3
C 0.505 0.335 -1.461
C -0.263 0.772 -0.210
C 0.018 -0.947 1.476
H 1.375 0.969 -1.686
H -0.607 1.810 -0.292
H 0.359 -1.683 2.191
N -1.049 -1.160 0.817
O 0.213 -0.632 -2.108
O -1.380 -0.061 0.036
S 0.828 0.596 1.237
```

Summary:
SMILES string = O=C[C@H]1ON=CS1
Charge = 0
Gap between HOMO and LUMO = 9.62 eV
E_HOMO = -0.3396 Ha

=====

Which is the most stable structure? model Q is the most stable.

=====

Model P:
Computed, not measured: a single C3H3NO2S molecule, with ωB97M-V/def2-TZVPD.

```
10
Properties=species:S:1:pos:R:3
C 1.350 -0.359 0.157
C -0.709 0.200 -0.098
C 0.555 0.993 0.065
N 0.295 -1.151 0.076
O 2.491 -0.682 0.159
O -3.080 -0.747 0.015
S -2.292 0.464 0.074
H 0.645 1.656 0.827
H 0.666 1.621 -0.932
H 0.078 -1.995 -0.343
```

Summary:
Charge = 0
Gap between HOMO and LUMO = 9.17 eV
E_HOMO = -0.3540 Ha

=====

Model Q:
Computed, not measured: a single C3H3NO2S molecule, with ωB97M-V/def2-TZVPD.

```
10
Properties=species:S:1:pos:R:3
C -0.009 -0.064 -0.490
C 1.293 0.223 -0.177
C -0.473 -1.337 0.083
N -1.625 -1.853 -0.086
O -2.371 -2.761 0.234
O 3.475 -1.346 0.238
S 2.259 -0.859 0.886
H -0.542 0.619 -1.099
H 1.885 0.587 -0.970
H 0.489 -1.846 0.680
```

Summary:
Charge = 0
Gap between HOMO and LUMO (spin up / spin down) = 7.55 / 7.91 eV
E_HOMO (spin up / spin down) = -0.3141 / -0.3521 Ha

=====

Which is the most stable structure? model P is the most stable.